No. 1
Formula: C45H53CaCl2N4O6SSe
Source: the Open Molecules 2025 dataset
Level of theory: ωB97M-V with the def2-TZVPD basis set

LUMO energy in eV: 2.1
E_HOMO in hartree: -0.16852
2S+1: 1
Gap between HOMO and LUMO in eV: 6.70
Charge: -1
Electronic energy in eV: -185441.034

Positions of all 113 atoms, in Å:
Ca1 -0.66448 -0.67572 -2.08789
C1 -0.80278 1.53377 6.18295
C2 -1.73639 2.05717 5.08326
C3 -3.18076 2.05105 5.60387
C4 -1.34736 3.49895 4.75969
C5 -1.62488 1.14877 3.85678
C6 -1.12428 1.58718 2.63844
C7 -1.04417 0.72400 1.55894
Se1 -0.25923 1.38000 -0.07159
C8 1.52873 0.74340 0.24126
C9 2.42090 1.56369 0.92936
C10 3.72115 1.16447 1.17092
C11 4.08799 -0.09669 0.68054
C12 3.24185 -0.94170 -0.01553
C13 1.89574 -0.52328 -0.27233
O1 1.06042 -1.26363 -0.94010
C14 3.71305 -2.30671 -0.52764
C15 5.17144 -2.59287 -0.17167
C16 3.59715 -2.36174 -2.05977
C17 2.85809 -3.41112 0.11223
C18 4.74568 2.02382 1.91186
C19 5.20359 1.29964 3.18388
C20 5.96713 2.27058 1.01494
C21 4.16537 3.37911 2.31530
C22 -1.49223 -0.58348 1.70093
O2 -1.31816 -1.37849 0.55429
C23 -1.92490 -1.11179 2.91924
C24 -1.99545 -0.18721 3.96248
C25 -2.26190 -2.59280 3.20944
C26 -2.19107 -2.87012 4.71833
C27 -3.69450 -2.93762 2.77606
C28 -1.24666 -3.54731 2.55580
H1 -0.85085 2.18002 7.06512
H2 0.23130 1.50808 5.83169
H3 -1.07692 0.52210 6.49045
H4 -3.29305 2.78395 6.40802
H5 -3.46465 1.07404 6.00207
H6 -3.88572 2.30423 4.80892
H7 -1.47444 4.11431 5.65341
H8 -1.97088 3.92062 3.96777
H9 -0.30420 3.57756 4.44467
H10 -0.77687 2.60123 2.50213
H11 2.06485 2.52860 1.26747
H12 5.10440 -0.42672 0.85754
H13 5.85441 -1.86763 -0.62231
H14 5.44013 -3.58218 -0.55329
H15 5.33792 -2.59640 0.90933
H16 4.24314 -1.60643 -2.51616
H17 2.57662 -2.17477 -2.38535
H18 3.90813 -3.34771 -2.42349
H19 3.01068 -3.42041 1.19645
H20 3.14992 -4.39195 -0.28215
H21 1.80154 -3.25240 -0.08833
H22 5.64287 0.32750 2.94894
H23 4.35730 1.12923 3.85434
H24 5.95549 1.88994 3.71930
H25 6.49985 1.34056 0.80330
H26 6.66940 2.95607 1.50095
H27 5.66497 2.70316 0.05882
H28 3.31471 3.26661 2.99305
H29 3.83038 3.95138 1.44650
H30 4.93019 3.96606 2.83161
H31 -2.34055 -0.53769 4.92523
H32 -2.99284 -2.37816 5.27324
H33 -1.23434 -2.56537 5.14942
H34 -2.30595 -3.94461 4.87290
H35 -4.40204 -2.22374 3.20580
H36 -3.95075 -3.93550 3.14445
H37 -3.83157 -2.92400 1.69847
H38 -0.22540 -3.29727 2.85406
H39 -1.27295 -3.54572 1.47105
H40 -1.45824 -4.56637 2.89165
O3 -4.99079 0.86526 -2.37180
S1 -3.57686 0.90899 -2.06658
O4 -3.20805 0.52409 -0.71769
N1 -2.65223 0.04808 -3.01909
C29 -2.77719 0.17962 -4.41995
C30 -3.64543 1.00890 -5.08972
C31 -3.71222 1.02493 -6.50322
C32 -2.92831 0.21466 -7.26389
C33 -2.00987 -0.65017 -6.61621
C34 -1.15304 -1.50826 -7.34363
C35 -0.25816 -2.29413 -6.69103
C36 -0.21070 -2.22415 -5.28441
N2 -0.99344 -1.46115 -4.56997
C37 -1.91630 -0.66448 -5.21267
C38 -3.13114 2.61653 -2.23937
C39 -4.03547 3.55799 -1.74820
C40 -3.71662 4.90385 -1.81981
C41 -2.50842 5.30463 -2.38521
C42 -1.61931 4.35921 -2.87330
C43 -1.92471 3.00410 -2.80325
H41 -4.31826 1.64673 -4.53613
H42 -4.41485 1.69884 -6.97961
H43 -2.98355 0.22097 -8.34631
H44 -1.21795 -1.51769 -8.42647
H45 0.42082 -2.94960 -7.21925
H46 0.53146 -2.79973 -4.74101
H47 -4.97639 3.23040 -1.32516
H48 -4.41059 5.64233 -1.43629
H49 -2.26205 6.35850 -2.44144
H50 -0.67419 4.66583 -3.30469
H51 -1.21055 2.26626 -3.15694
O5 -2.19226 -2.30605 -1.08129
N3 -2.49095 -1.89259 -0.02587
O6 2.61991 1.62252 -4.17259
C44 1.61965 1.20920 -3.65953
N4 0.61179 0.81602 -3.15239
Cl1 1.89809 -5.44485 -4.24654
C45 0.37070 -5.44875 -3.33311
Cl2 0.19564 -4.05726 -2.30013
H52 0.35330 -6.32866 -2.70354
H53 -0.44662 -5.45445 -4.04401

Cartesian forces (eV/Å) of the 3 atoms listed first:
0.253 -0.359 -0.428
0.050 0.009 0.054
-0.007 -0.068 -0.067

Here are the Löwdin charges for atoms 1 to 8, given in e: atom 1 (Ca): 1.16, atom 2 (C): -0.05, atom 3 (C): -0.56, atom 4 (C): -0.05, atom 5 (C): -0.07, atom 6 (C): -0.16, atom 7 (C): -0.04, atom 8 (C): -0.37

***

No. 2
Formula: C45H53N9O4
Source: the Open Molecules 2025 dataset
Level of theory: ωB97M-V with the def2-TZVPD basis set

LUMO energy in eV: 0.2
E_HOMO in hartree: -0.33062
2S+1: 1
Gap between HOMO and LUMO in eV: 9.16
SMILES string: [H]/N=C\COC(=O)N(CCC)CCCC(=O)O.c1ccncc1.c1ccncc1.c1ccncc1.c1ccncc1.c1ccncc1.c1ccncc1.c1ccncc1
Charge: 0
Electronic energy in eV: -69116.664

Positions of all 111 atoms, in Å:
H1 0.41462 2.44254 2.15246
N1 -0.47655 2.65157 2.63740
C1 -1.30732 3.18748 1.68075
C2 -0.95241 3.43959 0.10139
O1 0.39403 3.03259 -0.33887
C3 0.37436 2.06402 -1.42519
O2 0.02495 0.79106 -1.08530
N2 0.74443 2.28718 -2.86343
C4 1.08380 3.70248 -3.22054
C5 2.63729 3.68049 -3.84051
C6 3.65498 2.96370 -2.77260
C7 -0.20109 1.62943 -3.84355
C8 0.24769 1.74734 -5.42230
C9 -0.49094 0.51239 -6.23789
C10 0.50206 -0.75132 -6.58535
O3 -0.11277 -1.93863 -6.84582
O4 1.98383 -0.70250 -6.60318
H2 -2.41332 3.47728 2.02269
H3 -1.21347 4.56122 -0.14250
H4 -1.72339 2.78086 -0.52658
H5 1.10922 4.47582 -2.34871
H6 0.39949 4.18231 -4.07015
H7 2.68676 3.26448 -4.93304
H8 2.96099 4.82604 -3.91393
H9 4.53699 3.72634 -2.57611
H10 4.05133 1.90866 -3.09380
H11 3.07358 2.87313 -1.74820
H12 -1.27962 2.12183 -3.70543
H13 -0.37316 0.46707 -3.64240
H14 1.39678 1.64246 -5.61660
H15 -0.22442 2.74673 -5.84884
H16 -1.00921 0.97641 -7.20054
H17 -1.37776 0.13459 -5.55473
H18 2.33952 -0.85456 -7.52852
C11 1.56564 -2.88620 -2.14117
C12 0.89099 -4.09735 -2.25277
C13 -0.03126 -4.42696 -1.27248
N3 -0.31171 -3.64095 -0.20999
C14 0.36034 -2.47217 -0.12771
C15 1.29713 -2.05417 -1.05916
H19 2.29478 -2.59309 -2.89090
H20 1.07835 -4.76843 -3.08331
H21 -0.58583 -5.35978 -1.31673
H22 0.11859 -1.85970 0.73643
H23 1.80559 -1.10368 -0.94378
C16 -2.37142 7.49080 -6.75932
C17 -2.95130 7.86749 -5.55253
C18 -2.20881 7.71527 -4.39250
N4 -0.95303 7.21770 -4.36409
C19 -0.41722 6.85899 -5.55097
C20 -1.07880 6.97675 -6.76273
H24 -2.92216 7.59662 -7.68945
H25 -3.95708 8.27040 -5.51602
H26 -2.61616 7.99785 -3.42613
H27 0.59204 6.45999 -5.50091
H28 -0.59864 6.67458 -7.68652
C21 3.34223 4.68440 5.33210
C22 3.44362 6.07127 5.30361
C23 2.52538 6.78043 4.54592
N5 1.53725 6.20243 3.82838
C24 1.46512 4.85441 3.87411
C25 2.33394 4.06011 4.60496
H29 4.04317 4.09482 5.91582
H30 4.21868 6.58775 5.85838
H31 2.56089 7.86473 4.49419
H32 0.66383 4.41412 3.28726
H33 2.22783 2.98122 4.60687
C26 1.17391 -1.63744 6.36132
C27 0.12134 -0.86563 5.88080
C28 0.42107 0.32616 5.24054
N6 1.67847 0.78567 5.05843
C29 2.67950 0.01555 5.53728
C30 2.48014 -1.19177 6.18732
H34 0.97811 -2.57827 6.86743
H35 -0.90774 -1.18454 6.00145
H36 -0.36547 0.96227 4.84510
H37 3.68034 0.40794 5.38026
H38 3.32229 -1.77030 6.54975
C31 -3.76897 -9.47128 -1.03700
C32 -3.39989 -8.51024 -0.10176
C33 -2.42625 -7.59019 -0.45628
N7 -1.81007 -7.57393 -1.65853
C34 -2.18806 -8.52024 -2.54513
C35 -3.15376 -9.47914 -2.28463
H39 -4.52949 -10.20820 -0.79571
H40 -3.85956 -8.47798 0.87952
H41 -2.10620 -6.81850 0.23779
H42 -1.67644 -8.48712 -3.50297
H43 -3.41944 -10.21457 -3.03550
C36 1.88008 -7.28989 6.48796
C37 2.16994 -6.52385 5.36383
C38 2.27588 -5.15058 5.51566
N8 2.11004 -4.50989 6.69352
C39 1.82773 -5.27989 7.76676
C40 1.70565 -6.65916 7.71550
H44 1.79058 -8.36937 6.40823
H45 2.31048 -6.98496 4.39280
H46 2.50379 -4.50980 4.66883
H47 1.69689 -4.74088 8.70093
H48 1.47946 -7.22788 8.61030
C41 -4.16786 -1.86030 1.38020
C42 -5.22044 -1.08849 0.89967
C43 -4.92070 0.10331 0.25941
N9 -3.66331 0.56281 0.07730
C44 -2.66228 -0.20731 0.55615
C45 -2.86164 -1.41463 1.20619
H49 -4.36367 -2.80113 1.88630
H50 -6.24951 -1.40740 1.02032
H51 -5.70725 0.73941 -0.13603
H52 -1.66144 0.18508 0.39913
H53 -2.01949 -1.99316 1.56862

Cartesian forces (eV/Å) of the 3 atoms listed first:
-0.297 0.013 0.219
-3.403 2.161 -4.727
2.210 -1.619 2.326

Here are the Löwdin charges for atoms 1 to 8, given in e: atom 1 (H): 0.04, atom 2 (N): 0.06, atom 3 (C): -0.13, atom 4 (C): -0.14, atom 5 (O): -0.10, atom 6 (C): -0.25, atom 7 (O): -0.05, atom 8 (N): -0.07